{"formula": "C22H32I2N2OReSb", "method": "ωB97M-V/def2-TZVPD", "elements": ["Re", "I", "C", "C", "C", "I", "C", "O", "C", "C", "N", "C", "C", "C", "C", "C", "C", "N", "C", "H", "H", "H", "H", "H", "H", "H", "H", "H", "H", "H", "C", "C", "C", "Sb", "C", "C", "C", "C", "C", "C", "H", "H", "H", "H", "H", "H", "H", "H", "H", "H", "H", "H", "H", "H", "H", "H", "H", "H", "H", "H", "H"], "positions_angstrom": [[0.5926, -0.0172, 0.1343], [7.4247, 2.9420, -1.6019], [5.7345, 1.8504, -1.2130], [5.7994, 0.4565, -1.1657], [4.6639, -0.2834, -0.8969], [4.7442, -2.3448, -0.8013], [3.4524, 0.3998, -0.6650], [2.3799, -0.2988, -0.2978], [3.3631, 1.8088, -0.7543], [2.0393, 2.5218, -0.7159], [1.0734, 2.0289, 0.3356], [1.5488, 2.3438, 1.7217], [1.1735, 1.2634, 2.6932], [1.3087, 1.4416, 4.0535], [0.9925, 0.3981, 4.9113], [0.5447, -0.8090, 4.3807], [0.4285, -0.9280, 3.0193], [0.7324, 0.0900, 2.1754], [4.5088, 2.5190, -1.0104], [6.7418, -0.0467, -1.3343], [1.5255, 2.4109, -1.6737], [2.2035, 3.5883, -0.5552], [0.2249, 2.5712, 0.1760], [1.1332, 3.2997, 2.0427], [2.6350, 2.4509, 1.6973], [1.6609, 2.3893, 4.4393], [1.0943, 0.5225, 5.9817], [0.2948, -1.6467, 5.0161], [0.0947, -1.8476, 2.5602], [4.4752, 3.5986, -1.0876], [-3.9918, 1.7139, 0.4260], [-4.0401, 0.1986, 0.2791], [-5.0561, -0.2811, -0.7522], [-2.0923, -0.5341, -0.2881], [-1.7035, -2.5948, 0.2049], [-0.2289, -2.8238, -0.1452], [-2.6038, -3.6503, -0.4285], [-1.7041, -0.3033, -2.3967], [-2.3095, -1.3112, -3.3642], [-0.1725, -0.2633, -2.5013], [-4.9813, 2.0648, 0.7249], [-3.7517, 2.2063, -0.5189], [-3.2847, 2.0399, 1.1900], [-4.2190, -0.2795, 1.2438], [-4.8723, 0.1551, -1.7359], [-6.0485, 0.0446, -0.4344], [-5.0835, -1.3670, -0.8475], [-1.8298, -2.6275, 1.2902], [-0.0523, -2.8862, -1.2164], [0.1517, -3.7476, 0.3003], [0.4972, -2.0746, 0.3074], [-2.5410, -3.6484, -1.5157], [-3.6463, -3.5090, -0.1468], [-2.3051, -4.6412, -0.0794], [-2.0922, 0.6943, -2.6190], [-1.9097, -2.3137, -3.2092], [-2.0748, -1.0202, -4.3904], [-3.3938, -1.3585, -3.2785], [0.3002, -1.2400, -2.4382], [0.2866, 0.5023, -1.7821], [0.1637, 0.1823, -3.4430]], "e_above_lowest_kj_mol": 49.3, "gap_ev": [4.57, 4.39], "e_tot_ha": -1955.08925, "multiplicity": 2, "total_charge": 3, "s_squared": 0.782}

***

{"formula": "C3H12InN6O3", "method": "ωB97M-V/def2-TZVPD", "elements": ["In", "C", "O", "N", "N", "H", "H", "H", "H", "C", "O", "N", "N", "H", "H", "H", "H", "C", "O", "N", "N", "H", "H", "H", "H"], "positions_angstrom": [[2.0196, -3.2089, -0.8812], [-3.9942, -3.1590, -1.6591], [-2.8952, -3.0725, -1.0856], [-4.4082, -4.0791, -2.4882], [-4.9898, -2.2630, -1.6613], [-5.3220, -4.0870, -2.9184], [-3.8310, -4.8964, -2.6259], [-4.9136, -1.6303, -0.8777], [-5.8781, -2.4913, -2.0841], [-0.7720, 2.1930, -0.3972], [-0.4643, 1.0423, -0.5052], [-1.5413, 2.7691, -1.3272], [-0.5037, 3.0452, 0.5106], [-1.6915, 2.1026, -2.0711], [-1.8203, 3.7381, -1.2702], [-0.0522, 2.7471, 1.3635], [-1.0442, 3.8979, 0.4829], [4.9898, 0.8531, 2.0117], [4.1963, 0.5563, 1.0771], [4.5704, 0.9765, 3.2063], [6.2619, 0.8184, 1.9815], [5.0769, 1.0005, 4.0798], [3.5817, 1.1804, 3.1737], [6.7962, 0.7620, 1.1262], [6.6291, 1.2049, 2.8393]], "e_above_lowest_kj_mol": 435.2, "gap_ev": 1.72, "e_tot_ha": -864.65981, "total_charge": 3}

***

{"formula": "C20H63N6O7", "method": "ωB97M-V/def2-TZVPD", "elements": ["N", "H", "H", "H", "H", "O", "H", "H", "O", "H", "H", "C", "C", "C", "O", "C", "N", "H", "H", "H", "H", "H", "H", "H", "H", "H", "H", "H", "C", "C", "C", "O", "C", "N", "H", "H", "H", "H", "H", "H", "H", "H", "H", "H", "H", "C", "C", "C", "O", "C", "N", "H", "H", "H", "H", "H", "H", "H", "H", "H", "H", "H", "C", "C", "C", "O", "C", "N", "H", "H", "H", "H", "H", "H", "H", "H", "H", "H", "H", "C", "C", "C", "O", "C", "N", "H", "H", "H", "H", "H", "H", "H", "H", "H", "H", "H"], "positions_angstrom": [[-0.5553, 0.7925, 0.5023], [-1.0301, -0.0979, 0.5457], [0.2196, 0.6773, 1.1398], [-1.1269, 1.5634, 0.8169], [-0.2497, 1.0668, -0.4205], [0.9323, -1.0473, -2.0567], [1.4128, -0.6792, -2.7982], [1.2874, -1.9304, -1.9553], [-2.6674, 2.4918, 0.7530], [-3.6096, 2.3914, 0.8883], [-2.4677, 3.3640, 1.0929], [-0.5403, -0.7655, -5.7573], [-1.5216, -1.3689, -4.7536], [-2.6630, -0.4619, -4.3020], [-3.6048, -1.0914, -3.3669], [-3.0737, -1.6116, -2.1851], [-1.9512, -2.6111, -5.3686], [-0.0704, -1.5492, -6.3516], [0.1505, -0.1165, -5.2191], [-1.1653, -0.1663, -6.4194], [-0.9771, -1.6753, -3.8605], [-3.2850, -0.0738, -5.1086], [-2.1965, 0.3727, -3.7786], [-2.2258, -2.2966, -2.1803], [-3.8279, -2.2097, -1.6736], [-2.7954, -0.8264, -1.4823], [-2.8053, -2.3285, -5.8276], [-2.3451, -3.1939, -4.6438], [-2.6355, -3.7815, 0.9186], [-2.3246, -2.3250, 1.2824], [-1.9659, -2.0131, 2.7580], [-1.6799, -0.6497, 3.0666], [-2.7934, 0.1823, 3.4161], [-1.2617, -1.8841, 0.4536], [-1.8399, -4.5044, 1.0991], [-3.0252, -3.9948, -0.0768], [-3.3826, -4.2319, 1.5722], [-3.1801, -1.6766, 1.0932], [-0.9655, -2.3462, 3.0344], [-2.6370, -2.5784, 3.4047], [-2.6561, 1.1987, 3.0472], [-3.3241, -0.0035, 4.3498], [-3.5844, -0.0486, 2.7026], [-0.3624, -2.2293, 0.7572], [-1.3851, -2.2786, -0.4679], [-2.4392, 4.0956, -2.3373], [-1.2611, 3.1378, -2.2473], [-0.3223, 3.2775, -3.4807], [-1.1089, 2.7470, -4.5360], [-0.6973, 3.0743, -5.9248], [-0.4866, 3.6168, -1.0634], [-2.1459, 5.1227, -2.5545], [-2.8309, 4.3766, -1.3597], [-3.1916, 3.7739, -3.0573], [-1.4510, 2.0649, -2.2162], [0.5407, 2.6150, -3.4139], [-0.0443, 4.3285, -3.5601], [-1.5272, 3.0122, -6.6287], [0.1033, 2.5171, -6.4112], [-0.5959, 4.1574, -5.9938], [0.1084, 4.3831, -1.3442], [-1.0523, 3.7970, -0.2463], [1.8611, -4.1485, 0.9816], [1.8758, -3.2827, 2.2629], [3.2676, -3.2492, 2.9652], [3.2348, -2.3937, 4.0669], [4.4254, -2.2387, 4.7732], [1.6245, -1.9305, 1.7948], [2.5237, -3.8987, 0.1530], [0.8804, -4.1188, 0.5069], [2.0366, -5.1668, 1.3284], [1.2242, -3.6434, 3.0588], [4.0538, -2.7481, 2.4006], [3.5037, -4.2661, 3.2790], [4.9498, -1.3548, 4.4102], [5.1555, -3.0435, 4.6868], [4.2308, -2.0207, 5.8233], [1.9871, -1.2106, 2.4035], [2.1673, -1.8581, 0.9462], [2.2658, 2.4890, 0.9230], [2.4785, 1.7376, 2.1898], [3.4919, 2.5264, 3.0916], [3.6418, 1.5926, 4.1952], [4.5261, 2.0770, 5.2203], [1.2414, 1.5788, 2.8972], [1.9199, 1.8061, 0.1470], [3.2091, 2.8175, 0.4865], [1.6160, 3.3456, 1.1021], [2.7796, 0.7224, 1.9316], [3.0692, 3.4885, 3.3808], [4.4979, 2.5968, 2.6781], [4.6996, 1.3677, 6.0295], [3.8977, 2.7628, 5.7885], [5.4513, 2.5508, 4.8920], [0.7404, 2.3987, 3.2086], [1.6298, 1.1635, 3.7319]], "gap_ev": [8.12, 2.21], "e_tot_ha": -1654.20573, "multiplicity": 2, "total_charge": 2, "s_squared": 0.755}

***

{"formula": "C26H27N3O3", "method": "ωB97M-V/def2-TZVPD", "elements": ["C", "C", "O", "C", "C", "C", "C", "C", "C", "N", "C", "C", "C", "C", "C", "C", "O", "N", "C", "C", "C", "C", "O", "C", "C", "C", "C", "C", "C", "N", "C", "C", "H", "H", "H", "H", "H", "H", "H", "H", "H", "H", "H", "H", "H", "H", "H", "H", "H", "H", "H", "H", "H", "H", "H", "H", "H", "H", "H"], "positions_angstrom": [[1.6826, 4.1275, 1.1359], [0.5515, 3.8913, 0.1725], [-0.4330, 4.5959, 0.1449], [0.6788, 2.7107, -0.7263], [-0.4711, 2.2550, -1.3692], [-0.4284, 1.1242, -2.1605], [0.7596, 0.4282, -2.3027], [1.9219, 0.8742, -1.6821], [3.1885, 0.0645, -1.7949], [3.2206, -0.9823, -0.7762], [4.1170, -2.0786, -1.0991], [3.8056, -3.2913, -0.2147], [3.4749, -2.8642, 1.2226], [4.0706, -1.4922, 1.5049], [3.4721, -0.4395, 0.5547], [2.1718, 0.0815, 1.1753], [2.1685, 0.9727, 2.0002], [1.0859, -0.6010, 0.7409], [-0.2589, -0.2713, 0.8956], [-0.7141, 0.7476, 1.7377], [-2.0599, 1.0305, 1.7716], [-2.9271, 0.2779, 0.9692], [-4.2284, 0.6251, 0.9932], [-5.2159, -0.1269, 0.3958], [-6.3258, 0.5845, -0.0509], [-7.4002, -0.0859, -0.6025], [-7.3773, -1.4666, -0.7123], [-6.2761, -2.1709, -0.2584], [-5.1945, -1.5117, 0.2994], [-2.5011, -0.7012, 0.1879], [-1.2080, -0.9643, 0.1534], [1.8773, 2.0270, -0.9124], [1.3992, 4.9020, 1.8439], [1.9226, 3.2070, 1.6656], [2.5670, 4.4551, 0.5923], [-1.3917, 2.7991, -1.2221], [-1.3228, 0.7735, -2.6528], [0.7898, -0.4706, -2.9020], [4.0682, 0.7263, -1.7169], [3.2146, -0.4218, -2.7730], [3.9668, -2.3507, -2.1465], [5.1733, -1.7847, -0.9855], [4.6718, -3.9540, -0.2257], [2.9637, -3.8425, -0.6351], [2.3947, -2.8205, 1.3669], [3.8704, -3.5918, 1.9322], [5.1539, -1.5334, 1.3774], [3.8704, -1.1849, 2.5325], [4.1661, 0.4190, 0.5178], [1.2999, -1.2637, -0.0006], [-0.0146, 1.3034, 2.3393], [-2.4582, 1.8166, 2.3910], [-6.3272, 1.6591, 0.0454], [-8.2573, 0.4720, -0.9491], [-8.2158, -1.9903, -1.1464], [-6.2563, -3.2482, -0.3329], [-4.3409, -2.0651, 0.6539], [-0.9189, -1.7696, -0.5104], [2.7840, 2.3883, -0.4527]], "e_above_lowest_kj_mol": 72.5, "smiles": "CC(=O)c1cccc(CN2CCCC[C@@H]2C(=O)Nc2ccc(Oc3ccccc3)nc2)c1", "gap_ev": 8.34, "e_tot_ha": -1396.98572}